# 1
16
Properties=species:S:1:pos:R:3:nbo_charge:R:1 method="wB97M-V/def2-TZVPD" lumo_ev=0.83 smiles="[H]/N=C(/O)CCCO" gap_ev=11.08 mol_weight_g_mol=103.121 relative_energy_ev=1.085 multiplicity=1
N -0.92 -1.34 -1.47 -0.7684
C -0.70 -1.21 -0.22 0.5850
O -0.12 -2.25 0.41 -0.6688
C -0.95 -0.04 0.69 -0.4900
C 0.32 0.77 1.02 -0.4156
C 1.01 1.36 -0.21 -0.0650
O 1.70 0.40 -0.98 -0.7237
H -1.40 -0.54 -1.87 0.3517
H -0.01 -2.90 -0.31 0.4964
H -1.68 0.62 0.21 0.2138
H -1.40 -0.41 1.62 0.2378
H 0.04 1.58 1.70 0.2129
H 1.04 0.13 1.54 0.2214
H 0.26 1.91 -0.82 0.1501
H 1.76 2.09 0.10 0.1853
H 1.05 -0.17 -1.42 0.4771

---

# 2
16
Properties=species:S:1:pos:R:3:nbo_charge:R:1 method="wB97M-V/def2-TZVPD" lumo_ev=-0.13 gap_ev=8.60 mol_weight_g_mol=103.121 relative_energy_ev=1.996 multiplicity=1
C -1.53 1.37 -0.02 -0.4707
C 0.45 2.59 -0.62 0.0316
N -0.16 1.47 -0.54 -0.3704
H -1.36 0.77 0.89 0.2954
H -2.09 0.72 -0.71 0.2273
H -2.05 2.30 0.19 0.2023
H -0.04 3.54 -0.25 0.1952
H 1.50 2.57 -0.98 0.2113
H 0.26 0.44 -0.72 0.4656
O -0.02 -0.81 1.31 -0.7708
C 0.56 -1.41 0.31 0.7896
O 0.74 -0.85 -0.83 -0.7585
C 0.88 -2.91 0.44 -0.7230
H 1.66 -3.20 -0.28 0.2189
H 1.26 -3.12 1.46 0.2250
H -0.05 -3.47 0.35 0.2311

---

# 3
16
Properties=species:S:1:pos:R:3:nbo_charge:R:1 method="wB97M-V/def2-TZVPD" lumo_ev="0.11 / 0.16" gap_ev="7.63 / 7.62" mol_weight_g_mol=103.121 relative_energy_ev=7.916 multiplicity=1
C 0.30 0.79 0.83 0.2343
C 1.71 0.86 0.44 -0.7953
C -0.08 1.07 2.20 -0.7953
C -1.05 -1.26 -2.45 -0.3028
N -0.62 -1.13 -0.10 0.3814
O -1.82 -1.14 0.02 -0.3699
O -0.12 -1.19 -1.38 -0.3760
H 2.01 -0.17 0.28 0.2825
H 1.80 1.34 -0.53 0.2508
H 2.38 1.33 1.17 0.1802
H -0.97 1.71 2.21 0.2563
H -0.42 0.13 2.62 0.2797
H 0.71 1.50 2.83 0.1789
H -1.95 -0.70 -2.19 0.2074
H -1.32 -2.31 -2.64 0.1876
H -0.55 -0.84 -3.32 0.2003